{"formula": "C4H9NO", "method": "wB97M-V/def2-TZVPD", "species": ["O", "N", "C", "C", "C", "C", "H", "H", "H", "H", "H", "H", "H", "H", "H"], "positions_angstrom": [[-0.299643, -1.017587, -1.678671], [-0.568757, 1.181026, -1.639905], [-0.366051, 0.025039, -1.008146], [-0.033355, 0.030003, 0.477047], [1.354831, -0.599504, 0.254527], [-0.943465, -0.897484, 1.279425], [1.634373, -1.289775, 1.049042], [0.908121, -1.323083, -0.789638], [-0.876729, -1.909337, 0.868113], [-0.613291, -0.931511, 2.324959], [-1.991388, -0.576048, 1.255301], [2.122648, 0.218310, 0.253364], [-0.091354, 1.053928, 0.895389], [-0.726600, 2.041842, -1.153472], [-0.509974, 1.148809, -2.645418]], "forces_ev_per_angstrom": [[-0.9, 0.7, -0.1], [-0.2, 0.4, -0.2], [-1.1, -0.2, -0.7], [-0.3, -0.2, -0.5], [-0.2, -1.2, -0.6], [-0.1, -0.1, 0.0], [-0.1, 0.1, 0.3], [2.9, 1.5, 3.0], [-0.1, 0.1, 0.1], [-0.1, 0.0, -0.2], [0.2, -0.1, 0.0], [-0.4, -1.0, -0.8], [0.4, -0.4, -0.3], [0.1, 0.1, 0.0], [-0.3, 0.2, 0.0]], "nbo_charge": [-0.66, -0.79, 0.70, -0.32, -0.71, -0.60, 0.20, 0.32, 0.22, 0.21, 0.21, 0.21, 0.20, 0.40, 0.41], "homo_lumo_gap_ev": 10.068, "energy_ha": -287.7606, "charge": 0, "max_force_ev_per_a": 4.427}



{"formula": "H3N2P", "method": "wB97M-V/def2-TZVPD", "species": ["P", "N", "N", "H", "H", "H"], "positions_angstrom": [[1.216506, 0.025934, 0.137609], [-0.367327, -0.712863, 0.220814], [-0.282055, 0.734711, 0.405488], [-0.574121, 1.302954, -0.529808], [1.438720, 0.323275, -1.329154], [-0.318088, -1.161202, 1.611612]], "forces_ev_per_angstrom": [[2.2, -0.3, -0.8], [0.1, -1.3, 3.9], [-1.8, 3.0, -2.0], [0.3, -2.2, 2.7], [-0.6, -0.7, 1.1], [-0.3, 1.5, -4.9]], "nbo_charge": [0.80, -0.63, -0.75, 0.37, -0.11, 0.32], "homo_lumo_gap_ev": 9.797, "energy_ha": -452.5053, "charge": 0, "max_force_ev_per_a": 5.084}